P:
Computed, not measured: C3H7N3O as an isolated structure, with wB97M-V/def2-TZVPD.

Calculated values
Gap between HOMO and LUMO   9.163 eV
Net charge   0

CARTESIAN COORDINATES (ANGSTROEM)
1 C 0.260 -0.439 -1.320
2 C 1.059 0.202 0.798
3 C -2.372 0.511 1.477
4 H 0.582 -1.471 -1.232
5 H 0.019 -0.330 -2.447
6 H -0.844 -0.593 -0.826
7 H 2.718 0.599 -1.968
8 H 1.929 -0.283 1.273
9 H -2.662 -0.019 2.566
10 H -3.062 0.414 0.528
11 N 1.058 0.529 -0.538
12 N 0.077 0.245 1.677
13 N -1.091 0.630 0.915
14 O 2.330 0.005 -0.902


Q:
Computed, not measured: one molecule with the formula C3H7N3O, with wB97M-V/def2-TZVPD.

Calculated values
Gap between HOMO and LUMO   10.443 eV
Net charge   0

CARTESIAN COORDINATES (ANGSTROEM)
1 H 2.873 -2.769 -1.115
2 N 2.115 -2.571 -0.467
3 C 1.729 -1.369 -0.606
4 N 0.711 -0.872 0.189
5 C 0.030 0.297 -0.145
6 O 0.337 0.989 -1.100
7 N -1.029 0.562 0.680
8 C -1.864 1.717 0.423
9 H 2.109 -0.623 -1.306
10 H 0.278 -1.550 0.802
11 H -1.021 0.174 1.611
12 H -2.056 1.766 -0.650
13 H -1.398 2.659 0.737
14 H -2.814 1.591 0.948


Stability summary - winner: Q; margin: 8.274 eV.


P:
Computed, not measured: one molecule with the formula C3H7N3O, with wB97M-V/def2-TZVPD.

Calculated values
Gap between HOMO and LUMO   8.858 eV
Net charge   0

CARTESIAN COORDINATES (ANGSTROEM)
1 C -1.047 0.831 2.096
2 N -0.430 -0.051 1.114
3 N -0.395 0.403 -0.161
4 C 0.278 -0.303 -1.019
5 N 1.035 -1.430 -0.791
6 C 0.210 0.208 -2.455
7 O 0.976 -0.241 -3.297
8 H -1.472 0.237 2.910
9 H -1.856 1.423 1.654
10 H -0.305 1.517 2.516
11 H 0.470 -0.374 1.463
12 H 1.700 -1.641 -1.532
13 H 1.389 -1.558 0.144
14 H -0.554 0.978 -2.642


Q:
Computed, not measured: one molecule with the formula C3H7N3O, with wB97M-V/def2-TZVPD.

Calculated values
Gap between HOMO and LUMO   10.616 eV
Net charge   0

CARTESIAN COORDINATES (ANGSTROEM)
1 H -4.032 0.138 -0.897
2 N -3.295 0.335 -0.223
3 C -2.226 -0.258 -0.559
4 N -1.085 -0.117 0.218
5 C 0.174 -0.385 -0.292
6 O 0.354 -0.873 -1.389
7 N 1.188 0.053 0.571
8 C 2.443 0.407 -0.067
9 H -2.065 -0.892 -1.433
10 H -1.148 0.554 0.973
11 H 1.276 -0.505 1.412
12 H 2.264 1.288 -0.686
13 H 2.852 -0.381 -0.702
14 H 3.170 0.682 0.700


R:
Computed, not measured: one molecule with the formula C3H7N3O, with wB97M-V/def2-TZVPD.

Calculated values
Gap between HOMO and LUMO   9.497 eV
Net charge   0

CARTESIAN COORDINATES (ANGSTROEM)
1 H -3.042 -0.578 -0.034
2 N -2.057 -0.134 0.174
3 C -1.177 -1.229 0.033
4 N 0.209 -1.023 -0.112
5 O 1.179 -2.025 0.023
6 C 0.847 0.249 -0.086
7 C -0.084 1.527 -0.106
8 N 2.056 0.218 0.101
9 H 2.547 1.160 0.192
10 H -1.638 -2.220 -0.422
11 H 2.032 -1.656 0.143
12 H -1.005 1.643 -0.637
13 H -0.381 1.607 1.036
14 H 0.514 2.461 -0.306


S:
Computed, not measured: a 2-piece molecular cluster, C3H7N3O overall, with wB97M-V/def2-TZVPD.

Calculated values
Gap between HOMO and LUMO   9.218 eV
Net charge   0

CARTESIAN COORDINATES (ANGSTROEM)
1 C -2.101 -0.309 -0.292
2 N -0.833 -0.076 0.352
3 C 1.161 -1.534 -0.663
4 C 0.118 0.753 -0.185
5 O 1.958 2.039 -0.180
6 N 0.993 1.307 0.566
7 N 1.770 -1.981 0.229
8 H 2.573 2.345 0.498
9 H -0.820 -0.133 1.360
10 H 2.408 -2.210 0.964
11 H 0.044 0.940 -1.253
12 H -1.949 -0.305 -1.379
13 H -2.843 0.454 -0.028
14 H -2.481 -1.291 0.009


Stability summary - winner: Q; margin: 1.662 eV.


P:
Computed, not measured: one molecule with the formula C3H7N3O, with wB97M-V/def2-TZVPD.

Calculated values
Gap between HOMO and LUMO   10.546 eV
Net charge   0

CARTESIAN COORDINATES (ANGSTROEM)
1 H -4.097 0.048 -0.562
2 N -3.299 -0.039 0.065
3 C -2.263 -0.030 -0.678
4 N -1.025 -0.119 -0.051
5 C 0.258 0.084 -0.560
6 O 0.487 0.380 -1.716
7 N 1.235 -0.114 0.388
8 C 2.622 0.161 0.066
9 H -2.664 -0.632 -1.486
10 H -1.136 -0.461 0.896
11 H 0.975 -0.090 1.362
12 H 2.777 -0.080 -0.986
13 H 3.273 -0.469 0.680
14 H 2.888 1.213 0.223


Q:
Computed, not measured: a 2-piece molecular cluster, C3H7N3O overall, with wB97M-V/def2-TZVPD.

Calculated values
Gap between HOMO and LUMO   9.876 eV
Net charge   0

CARTESIAN COORDINATES (ANGSTROEM)
1 C 0.858 -0.842 -0.397
2 C 1.153 1.665 -0.615
3 C -1.772 -1.081 -0.598
4 N 0.892 -1.134 0.830
5 N -1.936 -0.014 1.541
6 N -1.981 -0.641 0.478
7 O 0.947 0.309 -1.155
8 H 1.609 2.184 -1.495
9 H 1.884 1.663 0.352
10 H 0.130 2.140 -0.369
11 H 0.908 -1.660 -1.076
12 H -2.245 -1.816 -1.164
13 H 1.050 -0.278 1.360
14 H -1.494 -0.495 2.308


R:
Computed, not measured: one molecule with the formula C3H7N3O, with wB97M-V/def2-TZVPD.

Calculated values
Gap between HOMO and LUMO (spin up / spin down)   7.903 / 7.903 eV
Net charge   0

CARTESIAN COORDINATES (ANGSTROEM)
1 C 0.251 1.752 0.429
2 C 0.246 0.003 0.119
3 N 1.359 0.863 -0.707
4 N 0.644 -0.719 1.244
5 N -1.759 -1.345 -0.189
6 C -0.806 -0.432 -0.648
7 O -0.368 2.653 -0.015
8 H 1.243 0.981 -1.714
9 H 2.287 0.570 -0.428
10 H 1.038 -0.143 1.976
11 H 1.191 -1.546 1.048
12 H -2.718 -1.036 -0.288
13 H -1.568 -1.667 0.751
14 H -1.039 0.067 -1.577


S:
Computed, not measured: C3H7N3O as an isolated structure, with wB97M-V/def2-TZVPD.

Calculated values
Gap between HOMO and LUMO (spin up / spin down)   9.118 / 9.119 eV
Net charge   0

CARTESIAN COORDINATES (ANGSTROEM)
1 C 0.990 0.756 0.101
2 C -1.228 0.761 -0.408
3 N -1.507 -0.255 0.419
4 O 0.859 0.958 1.477
5 N -0.704 -1.330 0.389
6 N 1.161 -1.678 -1.120
7 C 0.369 -1.114 -0.336
8 H 1.062 0.130 1.926
9 H -1.926 -0.076 1.322
10 H 0.770 -2.508 -1.564
11 H 1.967 0.369 -0.199
12 H 0.892 1.716 -0.403
13 H -1.637 1.729 -0.152
14 H -1.067 0.542 -1.453


Stability summary - winner: P; margin: 2.677 eV.


P:
Computed, not measured: one molecule with the formula C3H7N3O, with wB97M-V/def2-TZVPD.

Calculated values
Gap between HOMO and LUMO   8.256 eV
Net charge   0

CARTESIAN COORDINATES (ANGSTROEM)
1 C 0.590 0.973 -1.180
2 N -0.264 -0.199 -0.927
3 C -1.370 -0.222 0.082
4 C -0.110 -1.365 0.297
5 O 1.080 0.019 1.614
6 N 0.762 -1.316 1.240
7 N -1.728 0.877 0.579
8 H 1.695 -0.117 2.344
9 H -0.393 -0.800 -1.732
10 H -2.275 0.730 1.424
11 H -0.368 -2.360 -0.039
12 H 1.635 0.669 -1.243
13 H 0.474 1.664 -0.352
14 H 0.273 1.447 -2.108


Q:
Computed, not measured: one molecule with the formula C3H7N3O, with wB97M-V/def2-TZVPD.

Calculated values
Gap between HOMO and LUMO   9.838 eV
Net charge   0

CARTESIAN COORDINATES (ANGSTROEM)
1 C -1.134 -1.529 -0.666
2 N -0.919 -0.174 -1.089
3 C -0.190 0.674 -0.480
4 N -0.189 1.987 -0.879
5 C 0.808 0.600 0.734
6 N 1.303 -0.530 1.300
7 O 1.177 1.672 1.199
8 H -2.209 -1.664 -0.483
9 H -0.603 -1.816 0.251
10 H -0.876 -2.240 -1.462
11 H 0.234 2.595 -0.190
12 H -1.026 2.308 -1.341
13 H 1.175 -1.484 1.013
14 H 1.980 -0.325 2.026


R:
Computed, not measured: one molecule with the formula C3H7N3O, with wB97M-V/def2-TZVPD.

Calculated values
Gap between HOMO and LUMO   8.869 eV
Net charge   0

CARTESIAN COORDINATES (ANGSTROEM)
1 C 2.846 -0.112 -0.247
2 N 1.502 0.239 -0.091
3 N 0.888 -0.908 0.535
4 C -0.405 -1.014 0.312
5 N -1.335 -0.094 -0.177
6 C -1.073 1.160 0.311
7 O -2.589 -0.625 -0.172
8 H 3.263 -1.215 -0.081
9 H 3.218 0.810 -0.689
10 H -0.688 -2.020 0.317
11 H -0.976 1.489 1.458
12 H -1.862 1.855 0.093
13 H -0.028 1.137 -0.311
14 H -2.762 -0.701 -1.258


Stability summary - winner: Q; margin: 5.530 eV.